Here is the ion C10H7O2S with charge -1 from the Open Molecules 2025 dataset. Energies are from ωB97M-V/def2-TZVPD.

Its spin multiplicity is 1. Its total charge is -1. The highest occupied orbital energy is -0.112 Ha. The largest force on an atom comes out at 3.96 eV Å⁻¹. The calculated total energy is -25412.4599 eV. As for the lowest unoccupied orbital energy: 3.46 eV. The structure (SMILES) is O=C=C/C([O-])=C(/S)c1ccccc1. The molecular weight comes out at 191.231 u.

```
20
Properties=species:S:1:pos:R:3:forces:R:3
O 2.5762 -0.3239 -1.1486 0.39 0.34 0.58
C 2.5977 0.4828 -0.2970 0.48 -1.33 -2.43
C 2.4807 1.3585 0.6149 -1.12 1.30 2.88
C 1.4595 0.9735 1.7337 0.80 2.10 0.38
O 1.6739 1.5377 2.8423 0.07 -0.95 -0.86
C 0.3894 0.1895 1.3947 -0.67 -1.31 2.04
S -0.4397 -0.6569 2.7503 0.46 -0.09 0.82
C -0.2219 -0.2051 0.1914 -0.57 0.57 -2.35
C -0.9787 -1.3848 0.1164 1.91 -1.12 3.23
C -1.7098 -1.6705 -0.9792 -1.71 -2.02 -0.66
C -1.8352 -0.8547 -2.0770 2.73 2.19 1.85
C -1.0889 0.3471 -2.0867 -1.04 -0.27 0.90
C -0.2939 0.6240 -0.9496 -0.22 1.66 -1.26
H 2.9569 2.2845 0.9249 0.36 -0.44 -0.83
H -0.8430 0.3300 3.5263 0.01 0.73 0.29
H -0.8203 -2.0509 1.1120 -1.06 1.07 -3.17
H -2.3198 -2.5871 -1.0122 0.43 0.20 0.19
H -2.3761 -1.1429 -2.8772 -1.96 -0.80 -2.47
H -1.4071 1.1191 -2.8413 1.11 -0.73 0.69
H 0.2000 1.6301 -0.9380 -0.38 -1.07 0.19
```
Forces are in eV/Å.

Results of the Mulliken charge analysis, in e, for atoms 1 through 6:
1 O -0.4633
2 C 0.7758
3 C -1.0235
4 C 0.7513
5 O -0.7892
6 C -0.0127


Here is a cluster of 10 separate species, C32H42N2O24 in total from the Open Molecules 2025 dataset. Energies are from ωB97M-V/def2-TZVPD.

Its spin multiplicity is 1. The highest occupied orbital energy is -0.315 Ha. The largest force on an atom comes out at 3.80 eV Å⁻¹. The calculated total energy is -85984.5591 eV. As for the lowest unoccupied orbital energy: 0.17 eV. The structure (SMILES) is c1cc[nH]c1.c1cc[nH]c1.O=C1OCCO1.O=C1OCCO1.O=C1OCCO1.O=C1OCCO1.O=C1OCCO1.O=C1OCCO1.O=C1OCCO1.O=C1OCCO1. The molecular weight comes out at 838.678 u.

```
100
Properties=species:S:1:pos:R:3:forces:R:3
C -0.4400 0.1294 -0.4348 -0.34 0.04 -0.43
C -0.3146 0.5983 0.8944 -0.10 0.91 -0.47
C 0.2470 -0.4261 1.6107 -0.48 1.50 1.49
N 0.3670 -1.4293 0.7853 1.41 -3.22 -0.24
C -0.0109 -1.1721 -0.4696 -0.20 0.60 -0.10
H -0.8421 0.6553 -1.2722 -0.11 0.32 -0.20
H -0.6331 1.5871 1.1637 0.09 0.14 0.49
H 0.5545 -0.6375 2.6241 -0.13 0.63 0.14
H 0.8661 -2.2414 1.0954 -0.14 -0.56 -0.17
H 0.0302 -1.9269 -1.2130 0.01 -0.22 -0.58
C 2.1774 -2.8766 3.2084 1.23 2.00 0.25
C 1.9422 -2.2174 4.4729 0.19 0.57 -1.94
C 2.4682 -0.9467 4.3405 1.49 0.17 1.66
N 3.2304 -0.8701 3.2050 -0.04 1.31 -1.06
C 2.9877 -1.9594 2.4734 -1.37 -3.54 0.10
H 1.8586 -3.8585 2.8891 0.05 0.09 0.01
H 1.5121 -2.5952 5.3676 -0.52 -0.24 0.35
H 2.6883 -0.2129 5.1060 -0.42 -0.02 0.02
H 3.7868 -0.0689 2.8398 -1.00 -0.93 0.84
H 3.3322 -2.2038 1.4850 0.44 0.60 -0.14
O -0.7208 -1.9886 -3.5462 -0.58 -0.09 1.56
C -0.0387 -1.9023 -4.4921 0.25 0.07 -3.15
O 1.1085 -2.5741 -4.7576 0.12 0.25 0.31
C 1.7467 -1.8704 -5.8546 0.62 1.16 0.87
C 0.5585 -1.4074 -6.6324 -0.16 -0.83 -1.19
O -0.3915 -1.1802 -5.6285 -0.38 0.32 1.82
H 2.2655 -1.0005 -5.3841 -0.04 -0.62 -0.53
H 2.4368 -2.5014 -6.3961 0.01 -0.26 0.12
H 0.1675 -2.2336 -7.2402 0.15 0.11 -0.18
H 0.6972 -0.5395 -7.2813 0.06 0.02 0.42
O 0.3569 3.2631 -2.7039 2.50 0.92 0.61
C -0.6369 2.7569 -3.0407 -3.28 -0.74 -0.74
O -1.8616 3.2522 -2.7758 -0.22 0.87 0.60
C -2.8549 2.5339 -3.5218 -0.06 -0.47 1.04
C -2.1631 1.1827 -3.6252 -0.26 1.05 -1.82
O -0.7915 1.6327 -3.7417 0.73 -1.16 -0.43
H -3.7939 2.4407 -2.9349 0.63 0.47 -0.44
H -2.9405 3.0882 -4.4609 -0.43 -0.47 -0.05
H -2.4935 0.6820 -4.5494 0.59 -0.14 0.46
H -2.2589 0.5705 -2.7539 -0.18 -0.27 0.27
O 2.9159 3.4394 6.4284 -0.49 -0.09 -0.66
C 2.1348 3.4261 5.5319 -1.58 0.42 -0.77
O 2.3657 2.9737 4.2517 1.40 -0.12 1.55
C 1.2062 2.9503 3.5020 -1.56 0.70 -1.56
C 0.2046 3.8430 4.2555 1.28 -0.82 0.75
O 0.8180 3.8817 5.5826 0.90 -0.27 -0.09
H 1.3674 3.4209 2.5351 0.39 -0.02 -0.13
H 0.8720 1.9430 3.2535 -0.03 -0.23 0.58
H -0.7965 3.4422 4.3137 -0.09 0.04 0.16
H 0.2004 4.8342 3.8209 -0.13 0.27 0.20
O -3.3116 1.9625 -0.2711 -0.04 0.02 0.19
C -3.4237 0.7898 -0.1480 -0.42 -2.13 -1.13
O -3.5714 -0.0941 -1.2401 -0.18 3.53 -0.40
C -3.4914 -1.3963 -0.8797 -0.21 -2.39 1.28
C -3.3919 -1.3397 0.6557 -0.82 -1.51 -0.22
O -3.4847 0.0464 0.9566 0.10 0.53 0.67
H -4.3932 -1.9853 -1.1573 0.55 0.56 -0.23
H -2.5878 -1.8484 -1.2794 -0.04 -0.12 -0.31
H -2.4659 -1.7772 1.0005 0.37 0.35 0.31
H -4.2226 -1.9541 1.0880 0.53 1.07 0.08
O -1.5263 -4.5566 3.6361 0.03 2.26 1.13
C -1.7246 -3.4592 4.1178 -0.77 -1.15 -1.27
O -2.2882 -3.2094 5.3119 0.71 -0.06 0.50
C -2.6249 -1.8146 5.4131 0.08 0.03 -0.45
C -1.8383 -1.1573 4.2516 -1.28 -0.06 0.33
O -1.6009 -2.2782 3.4441 0.85 -1.08 -1.12
H -3.7115 -1.8152 5.2672 0.24 0.59 0.10
H -2.3295 -1.3990 6.3665 -0.13 -0.24 0.33
H -0.8960 -0.6661 4.4909 0.00 -0.12 0.37
H -2.4806 -0.4567 3.7012 0.28 -0.12 0.07
O -2.5022 4.5011 2.9628 0.21 -0.33 0.12
C -2.1121 4.6094 1.8467 -0.91 0.95 -1.01
O -2.8144 5.2661 0.8716 -0.64 0.32 1.57
C -2.2098 5.1327 -0.3757 0.80 -0.11 -1.08
C -0.7840 4.7388 0.0130 0.22 0.14 -0.35
O -0.9539 4.1763 1.3380 0.58 0.12 -0.15
H -2.7380 4.3523 -0.9249 0.20 0.17 -0.06
H -2.1890 6.0875 -0.9505 -0.33 -0.64 0.56
H -0.1380 5.6406 0.0185 -0.20 -0.56 0.48
H -0.3196 3.9923 -0.6231 -0.10 -0.02 0.05
O 0.1682 -5.5463 0.5667 -0.77 -0.35 0.50
C 0.7195 -5.1870 -0.3996 1.22 -0.91 -1.41
O 1.4052 -4.0113 -0.4801 -0.56 0.13 -0.24
C 2.1091 -3.9810 -1.6876 0.62 -0.52 -2.12
C 1.5118 -5.1109 -2.5421 -0.41 0.50 -0.45
O 0.8988 -5.9461 -1.5808 -0.29 0.77 1.87
H 2.1148 -3.0678 -2.2805 -0.69 0.48 0.61
H 3.1433 -4.1950 -1.5408 0.88 -0.25 0.65
H 2.2563 -5.6366 -3.1568 -0.17 -0.03 0.51
H 0.7179 -4.7692 -3.2163 0.20 0.20 0.06
O 5.4981 1.0871 -3.8708 -0.63 -0.24 0.15
C 4.4737 1.1311 -3.2725 -1.27 0.60 0.17
O 4.3341 1.5911 -1.9833 0.10 -0.55 -1.10
C 2.9527 1.6291 -1.6690 -1.25 -0.53 1.28
C 2.2770 0.6895 -2.6779 0.59 1.60 -0.13
O 3.1929 0.8199 -3.7852 1.78 -0.39 0.41
H 2.7711 1.2977 -0.6378 0.40 -0.21 -0.20
H 2.5320 2.6327 -1.6800 0.32 0.19 -0.60
H 1.3357 1.1398 -3.0068 0.15 -0.71 0.21
H 2.2254 -0.3411 -2.3264 -0.15 -0.01 -0.15
```
Forces are in eV/Å.

Results of the Mulliken charge analysis, in e, for atoms 1 through 6:
1 C 2.3268
2 C -1.6134
3 C -0.9875
4 N 1.0841
5 C -1.8201
6 H -0.8904